[1]
{
  "formula": "C5H10O",
  "method": "ωB97M-V/def2-TZVPD",
  "lumo_energy_ev": 0.88,
  "smiles": "C=C(C)C.C=O",
  "e_above_lowest_ev": 2.4487,
  "symbols": ["C", "C", "C", "C", "C", "O", "H", "H", "H", "H", "H", "H", "H", "H", "H", "H"],
  "positions_angstrom": [[-0.860, 1.415, -0.956], [-0.835, 0.074, -0.278], [-1.668, -1.047, -0.794], [-0.065, -0.105, 0.792], [2.906, -0.315, 1.219], [3.134, -1.380, 0.705], [-0.325, 2.182, -0.380], [-1.855, 1.777, -1.225], [-0.289, 1.282, -1.886], [-0.224, 0.756, 1.415], [-2.697, -0.677, -0.901], [-1.693, -1.847, -0.047], [-1.324, -1.432, -1.751], [0.197, -1.104, 1.137], [3.072, 0.647, 0.695], [2.525, -0.228, 2.256]],
  "atomic_forces_ev_per_a": [[-0.157, 0.022, -0.062], [0.036, -0.193, -0.293], [0.003, -0.214, -0.322], [-1.002, -0.029, 0.241], [0.092, -0.247, -0.104], [-0.061, 0.467, 0.233], [-0.198, -0.235, -0.017], [0.002, -0.067, 0.018], [-0.181, 0.135, 0.049], [1.787, 0.474, 0.716], [0.171, -0.115, -0.152], [0.061, 0.038, -0.348], [-0.153, -0.108, -0.233], [-0.437, 0.301, 0.416], [-0.005, -0.148, -0.026], [0.042, -0.081, -0.117]]
}

---

[2]
{
  "formula": "C5H10O",
  "method": "ωB97M-V/def2-TZVPD",
  "lumo_energy_ev": 1.12,
  "smiles": "COC1(C)CC1",
  "e_above_lowest_ev": 2.6177,
  "symbols": ["C", "O", "C", "C", "C", "C", "H", "H", "H", "H", "H", "H", "H", "H", "H", "H"],
  "positions_angstrom": [[1.904, -0.375, 0.516], [1.177, 0.743, 0.094], [-0.146, 0.404, -0.113], [-0.975, 1.690, -0.156], [-0.592, -0.720, -0.960], [-0.709, -1.038, 0.501], [1.176, -0.936, 1.134], [2.186, -1.006, -0.340], [2.795, -0.021, 1.037], [-1.918, 1.546, 0.368], [-0.437, 2.525, 0.311], [-1.214, 2.002, -1.186], [-1.510, -0.589, -1.512], [0.184, -1.268, -1.486], [-0.278, -2.025, 0.761], [-1.644, -0.933, 1.031]],
  "atomic_forces_ev_per_a": [[0.228, -0.309, 0.081], [0.037, -0.076, -0.277], [-0.588, -0.561, 0.518], [-0.141, -0.290, 0.253], [-0.186, 0.020, -0.588], [-0.566, 0.542, -0.099], [1.405, 0.109, 0.216], [0.150, 0.012, 0.162], [-0.107, -0.181, -0.009], [-0.110, 0.075, 0.017], [-0.072, -0.405, 0.054], [0.188, -0.348, 0.263], [-0.013, 0.129, -0.399], [-0.166, -0.072, 0.004], [0.375, 1.207, 0.221], [-0.433, 0.149, -0.418]]
}

---

[3]
{
  "formula": "C5H10O",
  "method": "ωB97M-V/def2-TZVPD",
  "lumo_energy_ev": -0.57,
  "e_above_lowest_ev": 4.2107,
  "symbols": ["C", "C", "C", "C", "C", "O", "H", "H", "H", "H", "H", "H", "H", "H", "H", "H"],
  "positions_angstrom": [[2.350, -0.321, -0.269], [0.957, -0.271, 0.384], [0.078, 0.443, -0.570], [-2.306, -0.806, 0.154], [-0.434, 1.737, -0.296], [0.435, 2.610, -0.244], [2.730, 0.694, -0.413], [3.047, -0.871, 0.368], [2.284, -0.811, -1.244], [0.580, -1.300, 0.474], [1.011, 0.180, 1.386], [-1.561, -0.539, -0.617], [-2.040, -0.397, 1.132], [-3.273, -0.409, -0.163], [-2.341, -1.896, 0.209], [-1.518, 1.958, -0.292]],
  "atomic_forces_ev_per_a": [[0.163, -0.036, -0.068], [-0.120, 0.073, -0.018], [0.021, 0.082, 0.197], [-0.018, -0.003, 0.050], [0.195, 0.119, -0.010], [-0.269, -0.221, -0.022], [-0.022, -0.166, 0.016], [-0.079, 0.060, -0.038], [0.062, 0.079, 0.141], [0.070, 0.172, -0.040], [-0.047, -0.077, -0.188], [-0.154, -0.061, 0.068], [-0.036, -0.061, -0.179], [0.101, -0.073, 0.063], [-0.022, 0.146, 0.003], [0.156, -0.033, 0.024]]
}

---

[4]
{
  "formula": "C5H10O",
  "method": "ωB97M-V/def2-TZVPD",
  "lumo_energy_ev": 1.12,
  "e_above_lowest_ev": 4.4841,
  "symbols": ["C", "O", "C", "C", "C", "C", "H", "H", "H", "H", "H", "H", "H", "H", "H", "H"],
  "positions_angstrom": [[2.672, -0.384, 0.093], [1.524, 0.249, -0.420], [0.429, 0.186, 0.469], [-0.736, 0.979, -0.009], [-2.062, 0.445, 0.395], [-1.817, -0.176, -0.966], [2.491, -1.449, 0.322], [3.452, -0.317, -0.672], [3.034, 0.105, 1.014], [0.200, -0.875, 0.711], [0.666, 0.680, 1.431], [-0.850, 0.773, -1.291], [-2.886, 1.158, 0.450], [-2.082, -0.283, 1.211], [-1.531, -1.227, -0.979], [-2.503, 0.135, -1.759]],
  "atomic_forces_ev_per_a": [[0.208, -0.116, 0.105], [-0.222, 0.038, 0.097], [0.193, -0.211, 0.561], [-0.562, -0.579, -2.231], [-0.420, -0.247, -0.031], [-0.211, 0.314, 0.825], [-0.022, 0.231, -0.079], [-0.177, -0.004, 0.160], [-0.118, -0.061, -0.203], [0.053, 0.118, -0.090], [0.194, -0.182, -0.072], [0.223, 0.284, 0.846], [0.166, -0.167, 0.064], [0.054, 0.172, -0.129], [0.230, 0.338, -0.015], [0.412, 0.072, 0.192]]
}

---

[5]
{
  "formula": "C5H10O",
  "method": "ωB97M-V/def2-TZVPD",
  "lumo_energy_ev": 1.04,
  "smiles": "COC1(C)CC1",
  "e_above_lowest_ev": 2.6910,
  "symbols": ["C", "O", "C", "C", "C", "C", "H", "H", "H", "H", "H", "H", "H", "H", "H", "H"],
  "positions_angstrom": [[-1.536, 1.042, -0.851], [-1.209, 0.111, 0.176], [0.231, -0.328, 0.214], [0.724, -0.930, -1.068], [0.804, 0.637, 1.177], [0.601, -0.807, 1.596], [-2.421, 1.638, -0.571], [-0.723, 1.754, -1.073], [-1.782, 0.479, -1.755], [1.714, -1.387, -0.959], [0.020, -1.714, -1.364], [0.781, -0.184, -1.868], [1.786, 1.128, 1.145], [-0.252, 1.086, 1.219], [-0.193, -1.035, 2.300], [1.455, -1.492, 1.684]],
  "atomic_forces_ev_per_a": [[0.143, -0.229, -0.187], [0.347, -1.307, -0.624], [-1.263, -0.029, -0.355], [-0.039, 0.009, -0.027], [-0.716, 0.460, -0.080], [-0.437, -0.104, -0.190], [0.330, -0.444, 0.199], [-0.045, -0.242, 0.163], [0.044, 0.227, -0.202], [-0.169, 0.156, 0.117], [0.147, 0.060, -0.070], [-0.021, -0.124, 0.086], [-0.686, -0.156, -0.019], [2.601, 1.127, 1.592], [0.034, 0.086, -0.121], [-0.269, 0.510, -0.283]]
}

---

[6]
{
  "formula": "C5H10O",
  "method": "ωB97M-V/def2-TZVPD",
  "lumo_energy_ev": 0.93,
  "e_above_lowest_ev": 3.4487,
  "symbols": ["C", "C", "C", "C", "C", "O", "H", "H", "H", "H", "H", "H", "H", "H", "H", "H"],
  "positions_angstrom": [[1.968, -0.042, -0.236], [0.780, 0.574, 0.481], [-0.537, 0.161, -0.119], [-0.905, -1.290, 0.005], [-2.478, 1.500, 0.184], [-1.544, 0.773, 0.709], [1.985, -1.132, -0.131], [1.971, 0.194, -1.308], [2.903, 0.335, 0.186], [0.775, 0.309, 1.547], [0.834, 1.669, 0.423], [-0.608, 0.457, -1.175], [-0.112, -2.001, -0.203], [-1.745, -1.686, -0.578], [-1.185, -1.495, 1.086], [-2.101, 1.673, -0.873]],
  "atomic_forces_ev_per_a": [[0.376, -0.145, -0.027], [0.298, 0.018, 0.034], [0.120, -0.829, 0.054], [-0.107, -1.957, 1.589], [0.547, 0.421, -0.134], [-1.044, 0.773, -0.427], [-0.020, 0.184, -0.042], [-0.055, -0.024, 0.200], [-0.087, -0.040, -0.081], [0.042, 0.015, -0.207], [0.000, -0.161, 0.047], [-0.214, 0.447, 0.315], [0.462, 0.185, -0.153], [-0.024, 0.812, -0.109], [0.354, 0.300, -1.142], [-0.647, 0.000, 0.084]]
}

---

[7]
{
  "formula": "C5H10O",
  "method": "ωB97M-V/def2-TZVPD",
  "lumo_energy_ev": 0.99,
  "smiles": "OCC1CCC1",
  "e_above_lowest_ev": 1.0955,
  "symbols": ["O", "C", "C", "C", "C", "C", "H", "H", "H", "H", "H", "H", "H", "H", "H", "H"],
  "positions_angstrom": [[2.644, 0.217, 0.005], [1.489, -0.411, 0.514], [0.297, -0.082, -0.355], [-0.950, -0.936, -0.081], [-1.821, 0.305, -0.412], [-0.575, 1.183, -0.148], [3.323, 0.190, 0.687], [1.578, -1.517, 0.507], [1.282, -0.112, 1.555], [0.594, -0.160, -1.407], [-1.019, -1.185, 0.986], [-1.080, -1.851, -0.667], [-2.109, 0.315, -1.469], [-2.712, 0.476, 0.202], [-0.543, 1.531, 0.892], [-0.399, 2.037, -0.809]],
  "atomic_forces_ev_per_a": [[0.299, 0.130, 0.167], [-0.587, -0.315, 0.076], [0.087, -0.048, -0.019], [-0.299, -0.045, -0.037], [-0.093, -0.125, 0.007], [0.110, 0.141, 0.014], [0.022, 0.022, -0.149], [0.214, 0.302, 0.018], [0.061, 0.013, -0.173], [-0.017, -0.021, 0.120], [0.011, 0.017, -0.140], [-0.040, 0.151, 0.087], [0.053, 0.024, 0.185], [0.177, -0.009, -0.136], [0.029, -0.090, -0.137], [-0.028, -0.149, 0.115]]
}

---

[8]
{
  "formula": "C5H10O",
  "method": "ωB97M-V/def2-TZVPD",
  "lumo_energy_ev": 0.91,
  "smiles": "O[C@@H]1[C@H]2CC[C@@H]12.[H][H]",
  "e_above_lowest_ev": 4.2795,
  "symbols": ["O", "C", "C", "C", "C", "C", "H", "H", "H", "H", "H", "H", "H", "H", "H", "H"],
  "positions_angstrom": [[2.124, -0.666, 0.495], [0.938, 0.099, 0.652], [0.340, 0.445, -0.626], [-0.518, -0.505, 0.212], [-1.731, 0.432, -0.033], [-0.717, 1.524, -0.377], [2.799, -0.340, 1.107], [1.217, -2.719, 0.022], [0.997, 0.751, 1.516], [0.850, 0.240, -1.559], [-0.655, -1.556, 0.373], [0.580, -2.728, -0.355], [-2.249, 0.137, -0.967], [-2.513, 0.622, 0.712], [-0.486, 2.077, 0.540], [-0.897, 2.216, -1.192]],
  "atomic_forces_ev_per_a": [[-0.438, -0.524, 0.445], [-0.660, 0.158, 0.173], [0.157, 0.341, -0.294], [0.307, -0.085, 0.504], [0.090, 0.050, 0.357], [0.020, 0.421, -0.180], [-0.478, -0.080, -0.088], [0.027, -0.196, -0.101], [-0.107, 0.384, -0.262], [0.070, 0.173, 0.036], [0.268, -0.239, -0.716], [0.184, -0.365, -0.104], [0.362, -0.264, 0.480], [0.328, 0.014, 0.142], [0.153, 0.193, -0.337], [-0.281, 0.018, -0.055]]
}

---

The evaluated frontier orbital gap for the records listed, in turn: 0.3595 0.3673 0.3039 0.3411 0.3910 0.3459 0.4094 0.3558 hartree.
The evaluated HOMO level for the records listed, in turn: -8.90 -8.87 -8.84 -8.16 -9.60 -8.48 -10.15 -8.77 eV.